Record 1
ORCA calculation (ωB97M-V/def2-TZVPD) on C4H6N4 in the gas phase.

Structure (XYZ):
```
14
Properties=species:S:1:pos:R:3:forces:R:3:nbo_charge:R:1
C -0.0391 -1.6895 0.0065 0.596 -0.378 -0.427 -0.2993
C 0.1309 -0.3413 0.6467 -3.086 -0.792 1.529 0.1668
N -1.0086 1.2377 -0.9815 0.652 1.013 -0.022 -0.6282
C -0.0271 0.2204 1.8381 0.642 -0.294 -0.782 -0.3776
N -0.0569 0.2173 -0.7193 3.101 -0.294 1.747 0.0207
N -0.1196 -1.0025 -1.3016 -1.383 -0.737 -0.695 -0.4796
C 1.4368 0.7905 -0.6334 -1.808 1.826 -1.796 0.2721
N 2.2730 1.5351 -0.8949 0.890 -0.011 0.153 -0.3061
H -0.5790 1.9229 -1.6009 -0.141 -0.153 0.043 0.3832
H -1.8238 0.8158 -1.4248 0.509 -0.386 0.005 0.3989
H 0.8271 -2.3533 0.0904 -0.055 -0.065 0.112 0.1939
H -0.9574 -2.2256 0.2813 0.201 -0.019 0.163 0.1979
H -0.0728 -0.4103 2.7134 0.176 -0.067 0.017 0.2294
H 0.0164 1.2830 1.9798 -0.295 0.357 -0.047 0.2278
```
Forces are in eV/Å.

HOMO energy (alpha / beta): -8.1841 / -8.1850 eV
2S+1: 1

Record 2
ORCA calculation (ωB97M-V/def2-TZVPD) on a 2-piece molecular cluster, C4H6N4 overall.

Structure (XYZ):
```
14
Properties=species:S:1:pos:R:3:forces:R:3:nbo_charge:R:1
C -2.0737 0.0491 0.1151 1.029 -3.258 -2.905 -0.2374
C -1.1502 1.0690 -0.0823 -0.571 -0.214 1.786 -0.0798
C -1.6317 -1.3347 -0.0812 2.084 5.326 1.645 -0.0209
C 0.4502 -0.4724 -0.0774 3.922 -2.187 0.199 0.5385
N -0.2825 -1.4878 -0.0435 -0.782 0.503 -0.667 -0.4014
N 2.8984 -1.3552 -0.0459 -3.680 -0.056 4.029 -0.8102
N 0.2137 0.8636 0.0051 -1.027 -1.107 -0.591 -0.1271
N 1.1776 1.6863 0.0540 0.696 2.005 0.064 -0.5036
H -3.1126 0.2242 -0.0930 -0.392 0.477 0.665 0.2336
H -1.4601 2.0645 0.1265 -0.055 0.884 -0.397 0.2145
H -2.1523 -2.1848 0.0480 -2.196 -2.524 0.102 0.2015
H 3.2288 -0.9527 -0.8678 0.918 1.811 -1.325 0.3263
H 3.0856 -0.8350 0.8889 0.001 -0.528 -2.650 0.3511
H 0.8088 2.6659 0.0535 0.054 -1.133 0.044 0.3148
```
Forces are in eV/Å.

HOMO energy (alpha / beta): -8.1976 / -8.1922 eV
2S+1: 1

Record 3
ORCA calculation (ωB97M-V/def2-TZVPD) on C4H6N4 as an isolated structure.

Structure (XYZ):
```
14
Properties=species:S:1:pos:R:3:forces:R:3:nbo_charge:R:1
C 1.2262 -0.0953 -0.1460 -0.060 -1.710 -1.050 0.3083
C -0.7229 0.8325 -0.1423 -1.445 -1.976 2.047 0.3053
C -1.7732 -0.9173 -0.0415 1.406 -5.000 -3.160 -0.1448
C -0.0961 -0.4459 -0.2534 -3.023 0.432 -0.627 -0.2789
H 2.5575 -0.4670 1.0578 0.918 -1.094 -3.052 0.3659
H 2.1586 -1.7369 0.1370 0.496 -0.300 -0.529 0.3687
H 2.1495 1.6873 -0.3404 2.144 1.827 -0.614 0.4054
H -2.8482 1.1071 -0.3981 2.297 -4.110 1.714 0.3931
H -2.4234 -1.1917 -0.9230 1.440 -1.550 0.642 0.2040
H -1.9507 -1.3766 0.8870 0.191 -2.138 0.671 0.2013
N 2.4518 -0.7754 -0.0340 -0.440 0.015 4.384 -0.7775
N 1.3579 1.2190 -0.0922 -5.651 0.361 1.706 -0.3958
N 0.0328 1.8397 0.1059 2.273 1.271 -1.221 -0.3198
N -2.1200 0.3204 0.1834 -0.546 13.972 -0.911 -0.6352
```
Forces are in eV/Å.

HOMO energy: -8.6375 eV
2S+1: 1

Record 4
ORCA calculation (ωB97M-V/def2-TZVPD) on C4H6N4O as an isolated structure.

Structure (XYZ):
```
15
Properties=species:S:1:pos:R:3:forces:R:3:nbo_charge:R:1
C 1.2135 -1.1242 -0.6713 -1.829 -0.919 1.670 -0.1254
C -0.0547 -0.6327 -1.1971 -2.902 2.307 0.939 -0.1350
C -0.8954 0.3718 -0.7593 0.297 -2.173 -1.421 -0.2612
C -0.8505 1.1670 0.4595 -2.682 -1.379 1.815 0.2361
H 0.1891 -3.0040 -1.2700 5.269 2.825 1.224 0.4658
H 1.2480 -0.9169 0.4701 0.052 -0.746 -1.502 0.1785
H 1.9627 -0.5340 -1.1057 1.699 0.351 -0.745 0.1983
H -0.5706 -1.2556 -1.9426 0.797 0.361 -0.133 0.2045
H -1.8047 0.2744 -1.3632 -0.054 1.002 0.809 0.2410
H 1.2979 1.8508 0.9346 -4.217 -2.543 0.139 0.4509
N -1.8893 1.3076 1.4143 1.080 -0.299 -2.447 -0.2461
N -1.3452 1.7304 2.5194 1.425 0.816 0.324 -0.0586
N -0.0187 1.8759 2.3954 -2.895 -1.185 0.452 -0.1093
N 0.2103 1.3755 1.1868 7.786 4.078 -0.637 -0.3434
O 1.3074 -2.4861 -1.0710 -3.826 -2.495 -0.489 -0.6961
```
Forces are in eV/Å.

HOMO energy: -9.5160 eV
2S+1: 1

Record 5
ORCA calculation (ωB97M-V/def2-TZVPD) on C4H6N4O in the gas phase.

Structure (XYZ):
```
15
Properties=species:S:1:pos:R:3:forces:R:3:nbo_charge:R:1
H -3.2347 -1.4227 0.1515 1.166 -0.360 -0.257 0.3570
N -2.2087 -1.6140 0.0292 -0.475 1.928 1.046 -0.7050
C -1.6337 -0.4540 0.0675 0.294 -1.559 -2.228 0.5315
N -2.1885 0.7850 -0.0595 -0.273 1.956 1.139 -0.5325
C -1.4156 1.8490 0.0233 0.732 -2.641 -0.667 0.3150
N -0.0274 1.8777 0.0959 -2.153 1.500 0.079 -0.5508
C 0.4562 0.7191 -0.0591 2.565 -0.952 0.396 0.7414
O 1.8111 0.6346 -0.0684 -0.803 -0.041 -0.051 -0.4686
C 2.4238 -0.6484 0.0894 2.337 1.890 -2.414 -0.2709
N -0.2344 -0.4060 -0.1890 0.134 -2.162 0.688 -0.6163
H -1.8817 2.7713 -0.1227 -0.681 1.438 0.105 0.1839
H 2.2061 -1.2938 -0.7518 -0.059 -0.202 -0.354 0.1771
H 3.5437 -0.3897 0.0136 -1.771 -0.748 0.577 0.2253
H 2.1095 -1.1018 0.9625 -0.229 -0.892 2.091 0.1859
H 0.2744 -1.3063 -0.1824 -0.784 0.844 -0.150 0.4270
```
Forces are in eV/Å.

HOMO energy: -9.1056 eV
2S+1: 1
SMILES: [H]/N=c1\ncnc(OC)[nH]1

Record 6
ORCA calculation (ωB97M-V/def2-TZVPD) on a 2-piece molecular cluster, C4H6N4O2 overall.

Structure (XYZ):
```
16
Properties=species:S:1:pos:R:3:forces:R:3:nbo_charge:R:1
N -1.8918 0.8286 1.3974 1.267 -1.151 -1.959 -0.3408
C -1.2780 0.2489 0.5872 -0.948 0.487 2.621 0.2881
C -0.4252 -0.7512 -0.1239 -0.184 0.171 -0.643 -0.1700
N -0.6170 -2.1168 0.3374 -0.194 -0.016 0.096 -0.7904
C 1.0263 -0.3828 -0.0417 0.295 -0.022 -0.493 0.0100
C 1.9622 -0.2311 -1.0171 -0.595 0.012 0.118 0.1238
O 3.1260 -0.0112 -0.4237 0.384 0.006 -0.445 -0.2685
N 2.9174 -0.0496 0.9431 -0.404 -0.033 0.330 0.1156
N 1.6974 -0.2673 1.1465 0.135 0.069 0.191 -0.1966
H -0.7142 -0.7041 -1.1836 0.119 -0.083 0.222 0.2478
H -0.5283 -2.1901 1.3476 0.050 0.091 -0.169 0.3794
H -1.5270 -2.4797 0.0718 0.088 0.140 0.066 0.3751
H 1.9371 -0.2538 -2.1013 0.025 0.024 0.333 0.2298
O -2.1488 2.8671 -0.6006 -0.290 -0.309 1.963 -0.9657
H -1.1805 2.8709 -0.7221 -0.746 0.000 0.551 0.4645
H -2.3556 2.6222 0.3831 0.998 0.615 -2.783 0.4979
```
Forces are in eV/Å.

HOMO energy: -10.7195 eV
2S+1: 1
SMILES: N#C[C@H](N)c1conn1.O

Number 1: total energy -10198.0838 eV. Number 2: total energy -10197.7626 eV. Number 3: total energy -10199.3618 eV. Number 4: total energy -12247.8198 eV. Number 5: total energy -12252.4023 eV. Number 6: total energy -14297.9174 eV.